No. 1
Below is C23H22N4O4Rh as an isolated structure at a distorted geometry, with properties calculated with ωB97M-V/def2-TZVPD.

LUMO energy (spin up / spin down) in eV: -2.50 / -6.62
Total charge: +1
Multiplicity: 5
Molecular weight in g/mol: 521.36
Electronic energy in eV: -41358.7916

```
54
C23H22N4O4Rh, DFT ωB97M-V/def2-TZVPD
Rh -1.8805 2.2290 0.4899
O -0.9257 -1.4348 -1.1510
O 0.4284 2.4101 0.7896
O -3.3035 3.2769 -0.8640
O -3.7461 3.4261 1.3171
N 1.6671 0.7465 -0.2759
N -1.3090 4.6872 0.7611
N -3.6684 0.6546 0.6077
N -0.5444 0.5700 -0.0836
C 1.7184 -1.5760 -4.5543
C 3.1624 -3.8316 1.2901
C -3.0738 -0.0643 1.6316
C -1.9486 -0.0288 3.7697
C -2.5822 5.2394 0.2943
C 1.3809 -0.5495 -0.8906
C 1.2142 -1.4557 -3.2683
C 2.0352 -4.0458 0.5118
C 0.5551 1.3180 0.1861
C 3.7081 -2.5604 1.3660
C -3.3549 3.9167 0.2233
C 1.8301 -0.6151 -2.3469
C 2.9512 0.1137 -2.7427
C 3.1205 -1.5065 0.6845
C 1.4462 -2.9938 -0.1730
C -0.1990 -0.5578 -0.7527
C 2.8390 -0.8553 -4.9381
C -2.6067 0.6478 2.7586
C -2.2628 -2.1085 2.5773
C 1.9797 -1.7116 -0.0911
C -2.8839 -1.4477 1.5434
C -1.7865 -1.4033 3.6884
C 3.4550 -0.0128 -4.0266
H -1.3103 -1.9339 4.5013
H 4.5994 -2.3823 1.9535
H 3.5839 -0.5312 0.7433
H -4.2816 1.4209 0.8861
H -2.1406 -3.1816 2.5272
H -2.4958 5.6722 -0.6967
H 1.6060 -5.0367 0.4416
H 3.2309 -0.9469 -5.9422
H 3.4617 0.7635 -2.0436
H 3.6187 -4.6487 1.8329
H 1.2258 -2.2276 -5.2636
H 2.5800 1.1314 -0.1189
H -3.2297 -1.9794 0.6661
H -4.0019 0.1285 -0.1902
H -1.5856 0.5158 4.6300
H -3.0424 5.9322 0.9931
H 0.5590 -3.1660 -0.7653
H -2.8280 1.7083 2.8560
H 0.3286 -2.0059 -2.9864
H 4.3372 0.5448 -4.3132
H -1.1343 4.8210 1.7468
H -0.4964 4.9247 0.2101
```



No. 2
Below is C23H22N5OSTc as an isolated structure at a distorted geometry, with properties calculated with ωB97M-V/def2-TZVPD.

LUMO energy (spin up / spin down) in eV: -7.52 / -7.52
Total charge: +2
Molecular weight in g/mol: 514.53
Electronic energy in eV: -46725.3674

```
53
C23H22N5OSTc, DFT ωB97M-V/def2-TZVPD
Tc 0.4198 0.4439 -0.2648
S -1.6654 1.5127 -0.8942
O 1.0408 2.2139 -1.0629
N -2.0449 -0.6231 1.0483
N 0.3926 -1.6894 0.4412
N 2.4194 -0.1020 -0.3260
N 0.4922 0.7637 1.7271
N 0.2651 3.1937 -1.4852
C -2.0595 -1.9203 0.7841
C 5.0024 -1.0001 -0.8218
C 4.7270 0.3559 -0.7151
C 0.3945 1.9746 2.2921
C 0.7858 1.0915 4.4707
C -3.1596 -0.0538 1.4880
C 3.4322 0.7574 -0.4470
C 0.7380 -1.6643 1.8871
C 3.9629 -1.8986 -0.6328
C -0.8010 -2.5247 0.2289
C 1.4913 -2.3199 -0.3182
C -1.0809 3.0367 -1.4227
C -1.8981 4.1045 -1.8055
C 0.8300 4.3225 -1.9592
C -4.3489 -0.7471 1.6480
C -4.3654 -2.1069 1.3658
C 2.6841 -1.4133 -0.4100
C 0.0534 5.3830 -2.3435
C 0.5328 2.1815 3.6486
C -1.3404 5.2794 -2.2534
C -3.1919 -2.7116 0.9487
C 0.6819 -0.2991 2.5217
C 0.8443 -0.1651 3.8932
H 5.9965 -1.3504 -1.0522
H 1.7512 -2.0548 2.0299
H 0.9271 1.2165 5.5310
H 4.1372 -2.9628 -0.6655
H -1.9658 6.1126 -2.5344
H -2.9638 3.9739 -1.7354
H 1.9083 4.3175 -2.0096
H 0.0620 -2.3183 2.4471
H -5.2347 -0.2409 1.9956
H 5.5097 1.0879 -0.8284
H -0.6456 -3.5218 0.6660
H -3.0932 0.9994 1.7170
H 0.2044 2.8024 1.6220
H 0.4511 3.1773 4.0510
H 1.0194 -1.0440 4.4944
H 3.1804 1.7994 -0.3380
H -0.9482 -2.6587 -0.8487
H 0.5222 6.2819 -2.7095
H 1.7688 -3.2853 0.1245
H 1.1368 -2.5165 -1.3382
H -5.2718 -2.6851 1.4659
H -3.1399 -3.7710 0.7520
```



No. 3
Below is one molecule with the formula C23H22O3 at a distorted geometry, with properties calculated with ωB97M-V/def2-TZVPD.

LUMO energy in eV: 0.55
SMILES: CCCCc1oc2ccccc2c1[C@@H](O)c1ccc2cc(O)ccc2c1
Molecular weight in g/mol: 346.43
Electronic energy in eV: -30350.3769

```
48
C23H22O3, DFT ωB97M-V/def2-TZVPD
O 1.3674 -3.3474 0.3290
O -2.1991 -2.4253 -1.7556
O -0.9471 5.9073 0.5811
C 1.9406 -3.6099 -0.8954
C -1.6841 2.4320 -0.4099
C 3.5607 -4.3335 -2.5350
C 0.2398 -2.6091 0.0893
C 0.5418 4.1632 -0.1575
C -0.6594 -2.1299 1.2026
C -0.3701 1.9806 -0.7117
C -0.1842 0.6646 -1.1428
C 2.7675 -3.7683 -3.5601
C -1.8591 3.7866 -0.0438
C 3.1325 -4.2995 -1.1788
C 0.7485 2.8328 -0.5239
C 0.0771 -2.3413 -1.2318
C -1.2730 -0.2078 -1.3438
C 1.5824 -3.1183 -3.2303
C -2.5736 0.2686 -1.0001
C -2.7587 1.5731 -0.5230
C -2.2405 -3.0104 3.0773
C -0.7835 4.6386 0.1195
C -2.2774 -1.6027 3.7083
C -1.0400 -1.5898 -1.9261
C -1.0165 -3.2528 2.1988
C 1.2076 -3.0029 -1.9038
H -0.1459 -1.3708 1.7483
H -1.9014 6.1094 0.7346
H -1.1766 -4.1541 1.6479
H -3.4286 -0.3955 -1.1257
H 3.0070 -3.8012 -4.5933
H -0.1269 -3.4557 2.8133
H 3.7456 -4.7371 -0.4207
H -1.9605 -3.3644 -1.9657
H 0.8297 0.3821 -1.3331
H -1.3337 -1.3726 4.2392
H 1.3877 4.8465 -0.0598
H -3.1646 -3.1746 2.4893
H -3.0927 -1.6099 4.4217
H 4.4985 -4.8786 -2.7206
H 1.7706 2.4782 -0.6991
H -3.7270 1.9422 -0.2460
H -0.8294 -1.4571 -2.9803
H -2.2484 -3.7809 3.8888
H -1.5745 -1.7498 0.7652
H 1.0177 -2.6701 -4.0177
H -2.4787 -0.8332 2.9519
H -2.8593 4.1589 0.1631
```



No. 4
Below is C23H23BCl3N12O4SiTi as an isolated structure at a distorted geometry, with properties calculated with ωB97M-V/def2-TZVPD.

LUMO energy in eV: -3.04
Total charge: +1
Molecular weight in g/mol: 724.64
Electronic energy in eV: -119536.6467

```
68
C23H23BCl3N12O4SiTi, DFT ωB97M-V/def2-TZVPD
Ti 0.3677 -0.0874 0.0900
Cl 0.9820 0.3234 5.0780
Cl 0.2665 -2.5802 3.5488
Cl -2.1745 -0.5068 4.4117
Si -0.2489 -0.6384 3.8087
O 3.4938 0.6067 -0.8957
O -0.2089 3.1455 -0.1474
O -1.2825 1.9406 -2.7976
O -1.2012 0.4972 -1.1598
N 2.1524 -2.4202 0.5478
N 1.1532 -2.3848 -1.7068
N -0.8346 -1.7956 0.2434
N -2.9929 1.8986 -1.2904
N 1.0256 -1.0441 -1.5939
N 1.4420 1.5240 -0.3207
N -0.7254 0.9771 1.4699
N 1.5023 -5.2950 0.7411
N 1.5696 -4.6309 -0.4428
N -0.2764 -3.0263 0.1933
N -3.5383 1.4650 -0.0838
N 1.9229 -1.1393 0.8931
C 1.9199 -6.5212 0.4948
C 2.1329 3.7577 -0.2694
C 1.0547 -0.5380 -2.8253
C 3.2673 2.9844 -0.4911
C -1.8036 1.4170 -1.7035
C 4.6134 4.9291 -0.3739
C 3.4793 5.7011 -0.1561
C 2.0430 -5.4538 -1.4164
C 4.5226 3.5509 -0.5540
C 1.1983 -1.5595 -3.7576
C 3.2497 -2.8676 1.1737
C -2.0947 -1.9470 0.6597
C 2.2802 -6.6801 -0.8570
C 1.2474 -2.7155 -3.0022
C 2.2128 5.1246 -0.1067
C -2.3639 -3.2951 0.8653
C 2.8759 -0.7858 1.7570
C -1.1818 -3.9458 0.5559
C 3.7541 -1.8437 1.9533
C 2.8245 1.5631 -0.5932
C -1.9703 2.9627 -3.5245
C 0.9652 2.8328 -0.2212
C -0.0776 0.1012 2.0828
B 1.1701 -3.1794 -0.3827
H 3.5821 6.7698 -0.0207
H -2.9539 2.6165 -3.8445
H 3.5985 -3.8770 1.0473
H 0.9795 0.5237 -2.9862
H -3.2866 -3.7418 1.1914
H 2.6527 -7.5649 -1.3431
H 5.5833 5.4078 -0.4003
H -3.3720 2.7251 -1.7206
H 1.2608 -1.4783 -4.8281
H -1.4489 1.5649 1.8702
H -0.9345 -4.9901 0.6003
H 4.6273 -1.8694 2.5802
H -2.7429 -1.0906 0.7557
H 1.3268 5.7230 0.0583
H -4.5142 1.2408 -0.2223
H 1.9576 -7.2446 1.2937
H -1.3597 3.1596 -4.3989
H 1.3303 -3.7359 -3.3298
H 2.8998 0.2026 2.1877
H 5.3989 2.9414 -0.7310
H -3.4673 2.2043 0.6049
H 2.2125 -5.1200 -2.4247
H -2.0521 3.8789 -2.9370
```